No. 1
107
Properties=species:S:1:pos:R:3:lowdin_charge:R:1 method="wB97M-V/def2-TZVPD" energy_ha=-13221.9634 charge=0 orbital_gap_ev="7.60 / 7.93" s2=8.760 de_lowest_ev=1.128 spin_multiplicity=6
Mn -0.56 0.72 -0.18 0.0772
C -3.98 0.24 0.82 -0.0624
O -2.79 -0.56 0.88 -0.1540
C -2.99 -1.91 0.98 -0.2063
C -4.22 -2.53 0.84 -0.0540
C -4.29 -3.92 0.91 -0.6731
Br -5.99 -4.74 0.77 0.7420
C -3.17 -4.70 1.06 -0.0666
C -1.93 -4.07 1.17 -0.0699
C -1.85 -2.69 1.19 -0.2143
O -0.70 -2.01 1.43 -0.1357
C -0.70 -4.89 1.24 -0.2710
N -0.59 -6.03 1.85 0.1840
C 0.72 -6.43 1.65 -0.2234
C 1.39 -7.58 2.07 -0.0189
C 2.71 -7.73 1.71 -0.0985
C 3.38 -6.76 0.95 -0.0971
C 2.74 -5.61 0.53 -0.0198
C 1.40 -5.47 0.89 -0.1883
N 0.48 -4.47 0.66 0.1310
H -4.51 0.08 -0.12 0.1028
H -3.65 1.28 0.87 0.0324
H -4.63 0.02 1.67 0.1034
H -5.12 -1.96 0.66 0.0996
H -3.22 -5.78 1.09 0.1148
H 0.01 -2.64 1.63 0.0791
H 0.87 -8.33 2.65 0.1102
H 3.25 -8.62 2.02 0.0978
H 4.42 -6.91 0.69 0.0988
H 3.25 -4.85 -0.06 0.1071
H 0.56 -3.74 -0.05 0.0015
C 1.44 4.20 -0.53 -0.2971
As 1.39 2.24 -0.62 1.0664
C 2.19 2.09 -2.38 -0.2650
C 2.97 1.71 0.43 -0.3252
C 2.91 1.72 1.97 -0.6469
C 2.66 3.16 2.45 -0.0726
C 1.86 0.78 2.59 -0.3306
As -0.09 0.99 2.31 1.1114
C -0.53 2.70 3.13 -0.3153
C -0.60 -0.09 3.86 -0.2711
C 4.30 1.32 2.51 -0.3860
As 5.14 -0.48 2.47 1.1335
C 4.40 -1.40 0.90 -0.3657
C 4.07 -1.43 3.83 -0.3498
H 2.47 4.55 -0.40 0.0330
H 0.81 4.57 0.27 -0.0054
H 1.05 4.57 -1.47 0.0274
H 3.19 2.53 -2.39 0.0397
H 1.56 2.63 -3.09 0.0337
H 2.25 1.06 -2.70 -0.0136
H 3.77 2.38 0.12 0.0844
H 3.22 0.71 0.06 0.0333
H 1.72 3.55 2.05 0.0386
H 3.47 3.81 2.12 0.0932
H 2.60 3.20 3.54 0.0899
H 2.00 0.78 3.67 0.0820
H 2.04 -0.24 2.24 0.0380
H 0.11 2.90 3.99 0.0324
H -1.57 2.62 3.46 0.0332
H -0.47 3.52 2.42 -0.0241
H -0.40 0.49 4.76 0.0327
H -0.04 -1.02 3.89 0.0240
H -1.66 -0.32 3.81 0.0308
H 4.33 1.56 3.58 0.0662
H 5.04 1.96 2.04 0.0579
H 4.82 -0.98 -0.01 0.0092
H 3.31 -1.37 0.84 -0.0335
H 4.72 -2.44 0.97 0.0156
H 4.04 -0.84 4.75 0.0176
H 4.56 -2.38 4.05 0.0131
H 3.05 -1.63 3.50 0.0012
C -4.30 5.63 -0.23 -0.2153
Si -4.32 4.89 -1.95 0.5040
C -6.12 4.53 -2.35 -0.1827
C -3.67 6.16 -3.17 -0.1777
C -3.39 3.27 -2.28 -0.2424
C -3.65 2.66 -3.50 -0.0910
C -3.07 1.44 -3.85 -0.0680
C -2.24 0.84 -2.94 -0.1430
N -1.95 1.40 -1.76 -0.0832
C -2.48 2.60 -1.41 -0.7501
S -1.95 3.19 0.13 0.5732
H -4.99 6.48 -0.21 0.0338
H -3.31 5.97 0.06 0.0122
H -4.63 4.90 0.52 0.0217
H -6.72 5.43 -2.23 0.0324
H -6.53 3.76 -1.69 0.0347
H -6.25 4.18 -3.38 0.0235
H -4.25 7.08 -3.10 0.0322
H -3.74 5.79 -4.20 0.0279
H -2.62 6.40 -2.97 0.0322
H -4.32 3.14 -4.20 0.0994
H -3.26 0.98 -4.81 0.1020
H -1.77 -0.11 -3.14 0.0892
Te 0.64 -1.41 -1.06 1.0504
C 1.64 -1.59 -2.93 -0.6145
C 3.00 -1.31 -3.05 -0.1832
C 3.65 -1.51 -4.26 -0.0909
C 2.96 -2.01 -5.36 -0.0965
C 1.61 -2.31 -5.23 -0.0930
C 0.95 -2.10 -4.03 -0.1640
H 3.55 -0.93 -2.20 0.0763
H 4.71 -1.29 -4.34 0.1019
H 3.47 -2.17 -6.30 0.0994
H 1.07 -2.72 -6.08 0.1010
H -0.10 -2.34 -3.94 0.0830


No. 2
108
Properties=species:S:1:pos:R:3:lowdin_charge:R:1 method="wB97M-V/def2-TZVPD" energy_ha=-10068.0562 charge=+1 orbital_gap_ev=6.02 de_lowest_ev=0.386
Sn 1.13 -2.99 -0.48 0.9506
C -3.94 1.13 3.46 -0.0264
C -4.58 0.29 2.32 -0.1555
N -3.62 -0.14 1.28 -0.0134
C -3.08 -1.36 1.49 0.0478
C -1.93 -1.87 0.87 -0.0340
C -1.52 -3.31 1.23 -0.5567
O -2.42 -3.97 1.78 0.0377
O -0.30 -3.67 0.95 -0.2825
C -1.18 -0.92 0.14 -0.2741
O -0.03 -1.12 -0.38 -0.2982
C -1.86 0.40 -0.23 -0.0046
C -1.29 1.26 -1.26 0.1183
C -1.87 2.50 -1.34 -0.2021
F -1.29 3.39 -2.24 0.0446
C -2.86 2.99 -0.56 -0.1859
C -3.48 2.11 0.35 0.0944
C -2.99 0.81 0.46 -0.1495
N -3.24 4.35 -0.72 -0.1003
C -2.31 5.26 -0.04 -0.1143
C -2.40 6.61 -0.63 -0.0637
N -3.86 6.98 -0.74 0.0769
C -4.47 6.14 -1.81 -0.0968
C -3.82 4.76 -1.98 -0.1373
H -4.69 1.55 4.12 0.0867
H -3.24 1.83 3.07 0.0576
H -3.32 0.49 3.98 0.0475
H -5.38 0.76 1.75 0.1186
H -4.95 -0.58 2.78 0.1095
H -3.59 -2.02 2.16 0.1416
H -0.31 1.01 -1.73 0.1452
H -4.32 2.37 0.96 0.1085
H -1.29 4.77 -0.15 0.1635
H -2.51 5.27 0.98 0.1104
H -2.08 6.71 -1.65 0.1426
H -1.96 7.43 -0.09 0.1384
H -4.06 7.96 -0.99 0.1984
H -4.42 6.91 0.05 0.1531
H -4.52 6.75 -2.71 0.1392
H -5.52 5.98 -1.58 0.1373
H -3.19 4.77 -2.86 0.1204
H -4.67 4.06 -2.16 0.1502
C 0.01 -0.88 3.98 -0.3252
As 1.35 -0.27 2.72 1.0697
C 1.27 1.67 3.02 -0.3433
C 2.79 -0.80 4.00 -0.3682
C 4.30 -0.85 3.77 -0.6288
C 5.01 0.43 4.29 -0.0701
C 4.62 -1.06 2.24 -0.4467
As 4.15 0.30 0.95 1.1026
C 5.91 1.32 0.99 -0.3290
C 4.59 -0.89 -0.63 -0.3232
C 4.92 -2.11 4.54 -0.3509
As 4.73 -4.09 4.13 1.1228
C 2.93 -4.26 3.43 -0.3811
C 5.63 -4.15 2.41 -0.3609
H 0.03 -0.21 4.83 0.0170
H 0.25 -1.93 4.28 0.0370
H -1.02 -0.97 3.55 0.0077
H 1.32 1.80 4.08 0.0029
H 0.35 2.10 2.61 0.0059
H 2.16 2.15 2.58 -0.0023
H 2.48 -1.87 4.22 0.0488
H 2.61 -0.26 4.91 0.0681
H 4.46 1.37 3.95 0.0863
H 6.01 0.53 3.88 0.0645
H 5.10 0.54 5.38 0.0823
H 4.06 -1.99 1.88 0.0517
H 5.73 -1.27 2.27 0.0902
H 6.78 0.78 1.38 0.0135
H 5.82 2.16 1.73 0.0132
H 6.11 1.71 0.00 0.0021
H 5.60 -1.40 -0.54 0.0574
H 4.56 -0.31 -1.57 0.0217
H 3.78 -1.58 -0.66 -0.0964
H 4.64 -1.99 5.61 0.0657
H 5.96 -1.99 4.34 0.0336
H 2.13 -4.29 4.21 0.0339
H 2.96 -5.23 2.97 0.0101
H 2.66 -3.45 2.73 -0.0029
H 6.67 -3.83 2.63 0.0338
H 5.21 -3.62 1.59 -0.0154
H 5.60 -5.23 2.17 0.0192
S 1.45 -1.36 -3.07 0.2162
P -0.17 -2.43 -3.49 0.0947
S -0.42 -4.00 -2.25 0.2825
C -1.53 -1.29 -3.51 -0.3896
C -1.47 -0.14 -4.37 -0.0602
C -2.60 0.72 -4.44 -0.0869
C -3.74 0.48 -3.72 -0.0986
C -3.75 -0.65 -2.89 -0.0999
C -2.74 -1.56 -2.90 -0.1145
C -0.20 -3.06 -5.20 -0.3666
C -1.02 -4.16 -5.55 -0.1160
C -1.04 -4.73 -6.77 -0.1137
C -0.27 -4.22 -7.75 -0.0830
C 0.53 -3.12 -7.46 -0.0767
C 0.57 -2.56 -6.21 -0.1172
H -0.57 0.01 -4.91 0.0779
H -2.54 1.63 -5.13 0.1251
H -4.62 1.08 -3.84 0.0950
H -4.63 -0.75 -2.27 0.1093
H -2.79 -2.49 -2.26 0.1062
H -1.63 -4.58 -4.70 0.0981
H -1.78 -5.59 -6.94 0.1390
H -0.26 -4.65 -8.77 0.1189
H 1.09 -2.67 -8.26 0.1028
H 1.13 -1.63 -6.01 0.0967


No. 3
115
Properties=species:S:1:pos:R:3:lowdin_charge:R:1 method="wB97M-V/def2-TZVPD" energy_ha=-11085.0515 charge=-1 orbital_gap_ev=6.44 de_lowest_ev=1.637
Y 0.53 0.32 -0.10 0.7974
C 2.07 -2.72 -5.19 -0.0830
C 2.03 -1.21 -5.13 -0.3691
O 3.14 -0.71 -4.38 -0.4204
P 2.88 0.10 -2.94 0.5406
S -0.22 2.39 -1.51 0.2053
S 1.82 -1.35 -1.87 0.1883
O 4.42 0.01 -2.44 -0.4172
C 5.12 -1.24 -2.34 -0.3274
C 5.45 -1.54 -0.90 -0.0871
H 1.25 -3.10 -5.81 0.0761
H 1.96 -3.13 -4.18 0.0322
H 3.02 -3.06 -5.61 0.0792
H 1.08 -0.89 -4.68 0.0570
H 2.09 -0.78 -6.13 0.1085
H 6.02 -1.15 -2.95 0.1124
H 4.51 -2.04 -2.77 0.0830
H 5.98 -0.70 -0.44 0.0805
H 6.08 -2.43 -0.83 0.0743
H 4.54 -1.71 -0.34 0.0346
C 0.18 6.90 -0.51 -0.1892
C -0.60 5.60 -0.69 -0.3692
Ge 0.24 3.95 -0.01 0.5232
C 2.20 4.05 0.19 -0.3623
C 2.72 5.15 1.12 -0.1703
C -0.61 3.78 1.74 -0.2595
C -1.37 2.90 2.42 -0.3234
Ge -1.57 0.95 1.81 0.8465
C -3.49 0.82 1.19 -0.4013
C -4.67 0.45 2.09 -0.1910
C -1.12 -0.19 3.43 -0.3951
C -2.01 -0.55 4.62 -0.1840
C -2.05 3.37 3.68 -0.2094
C -1.84 4.63 4.27 -0.0469
C -2.51 5.02 5.41 -0.1024
C -3.43 4.17 6.02 -0.1123
C -3.66 2.93 5.45 -0.0849
C -2.98 2.55 4.30 -0.0743
H -0.37 7.76 -0.90 0.0579
H 1.14 6.86 -1.03 0.0591
H 0.40 7.10 0.55 0.0580
H -0.82 5.43 -1.74 0.0394
H -1.57 5.67 -0.18 0.0576
H 2.64 4.11 -0.80 0.0625
H 2.50 3.08 0.60 0.0200
H 2.58 6.14 0.69 0.0403
H 3.79 5.02 1.31 0.0643
H 2.22 5.13 2.08 0.0643
H -0.54 4.78 2.17 0.0288
H -3.45 0.09 0.37 -0.0168
H -3.68 1.78 0.71 0.0496
H -4.49 -0.48 2.63 0.0288
H -5.58 0.31 1.51 0.0593
H -4.88 1.22 2.84 0.0440
H -0.19 0.25 3.80 0.0354
H -0.80 -1.13 2.97 -0.0062
H -2.12 0.27 5.32 0.0466
H -1.58 -1.39 5.18 0.0617
H -3.01 -0.85 4.32 0.0399
H -1.14 5.33 3.84 0.0904
H -2.32 5.99 5.84 0.0933
H -3.96 4.48 6.91 0.0912
H -4.37 2.25 5.90 0.1016
H -3.17 1.58 3.87 0.0448
S -2.81 -2.99 1.67 0.7658
C -1.39 -2.82 1.04 -0.9192
N -0.29 -2.70 0.57 -0.0460
C 0.60 -5.84 -3.82 -0.1030
C -0.50 -5.27 -3.21 -0.0808
C -0.37 -4.65 -1.97 -0.0986
C 0.86 -4.60 -1.33 -0.3018
C 1.97 -5.17 -1.96 -0.1109
C 1.84 -5.78 -3.20 -0.1028
Si 1.07 -3.82 0.35 0.6043
C 0.90 -5.08 1.72 -0.2650
C 1.77 -5.04 2.81 -0.0959
C 1.63 -5.94 3.86 -0.0894
C 0.63 -6.90 3.82 -0.0958
C -0.24 -6.95 2.74 -0.0895
C -0.10 -6.05 1.70 -0.0951
H 0.50 -6.31 -4.79 0.0984
H -1.47 -5.29 -3.69 0.1016
H -1.24 -4.19 -1.52 0.0783
H 2.95 -5.11 -1.50 0.1035
H 2.71 -6.21 -3.68 0.1009
H 2.36 -3.14 0.51 0.0054
H 2.54 -4.29 2.85 0.0971
H 2.31 -5.89 4.70 0.0996
H 0.52 -7.60 4.64 0.0970
H -1.03 -7.69 2.72 0.0990
H -0.78 -6.10 0.86 0.1017
F 2.96 0.58 0.47 -0.3207
As 2.83 0.24 2.21 0.7473
F 3.93 1.49 2.57 -0.2025
F 1.49 1.37 2.12 -0.2928
F 2.50 -0.09 3.86 -0.1998
F 1.62 -0.97 1.71 -0.3386
F 4.06 -0.95 2.13 -0.2072
C -0.10 1.93 -5.10 -0.0114
C -1.33 1.55 -4.35 -0.3349
C -2.50 2.24 -4.34 0.0065
C -3.53 1.78 -3.49 -0.3086
N -3.39 0.74 -2.70 0.1319
C -2.21 0.09 -2.67 -0.8225
S -1.81 -1.13 -1.59 0.6203
N -1.25 0.46 -3.57 0.0537
C -4.84 2.51 -3.44 -0.0242
H -0.30 2.76 -5.78 0.0852
H 0.29 1.09 -5.68 0.0769
H 0.66 2.23 -4.38 0.0642
H -2.62 3.14 -4.93 0.1194
H -0.36 -0.02 -3.47 0.0743
H -5.26 2.61 -4.44 0.0807
H -4.68 3.51 -3.04 0.0887
H -5.53 1.98 -2.79 0.0801


No. 4
117
Properties=species:S:1:pos:R:3:lowdin_charge:R:1 method="wB97M-V/def2-TZVPD" energy_ha=-4365.6407 charge=-1 orbital_gap_ev=4.28 de_lowest_ev=0.235
Ba -0.84 0.04 0.36 1.9519
C -3.08 -2.20 6.94 -0.0863
O -4.02 -2.73 6.03 -0.0811
C -3.84 -2.46 4.71 -0.2834
C -4.68 -3.19 3.84 -0.0282
C -4.54 -3.00 2.49 -0.0420
C -3.57 -2.14 1.94 -0.1016
C -3.37 -2.08 0.52 -0.3631
C -4.47 -2.57 -0.40 -0.0044
O -2.33 -1.64 0.01 -0.3523
C -2.74 -1.36 2.82 -0.3623
O -1.91 -0.49 2.40 -0.3443
C -2.92 -1.57 4.22 0.0502
H -3.33 -2.62 7.91 0.0875
H -3.13 -1.11 6.99 0.0942
H -2.06 -2.50 6.67 0.0945
H -5.39 -3.88 4.26 0.1065
H -5.17 -3.59 1.83 0.1046
H -5.45 -2.27 -0.04 0.0859
H -4.43 -3.66 -0.45 0.0882
H -4.29 -2.16 -1.38 0.0586
H -2.29 -0.99 4.88 0.0927
C 0.25 0.24 4.79 -0.1785
Si 1.42 -0.95 3.87 0.3737
C 0.47 -2.52 3.40 -0.1657
C 2.71 -1.47 5.19 -0.1910
C 2.26 -0.10 2.45 -0.4637
Si 3.60 -0.98 1.54 0.3625
C 3.46 -2.87 1.58 -0.1936
C 5.30 -0.56 2.34 -0.1950
C 3.79 -0.49 -0.29 -0.1955
Si 2.40 1.72 2.58 0.4237
C 3.26 2.60 1.14 -0.1729
C 3.39 2.26 4.14 -0.1864
C 0.73 2.67 2.63 -0.3019
C 0.62 3.83 3.40 -0.0713
C -0.54 4.60 3.34 -0.0700
C -1.56 4.18 2.50 -0.0640
C -1.38 3.02 1.78 -0.1656
N -0.27 2.28 1.83 -0.0721
H -0.10 -0.19 5.73 0.0226
H -0.62 0.45 4.16 0.0023
H 0.73 1.19 5.01 0.0055
H -0.17 -2.86 4.22 0.0224
H 1.15 -3.33 3.14 0.0159
H -0.18 -2.34 2.54 -0.0004
H 2.25 -1.92 6.07 0.0122
H 3.29 -0.60 5.52 0.0119
H 3.41 -2.19 4.77 0.0062
H 3.45 -3.25 2.60 0.0106
H 4.29 -3.34 1.05 0.0230
H 2.54 -3.19 1.09 -0.0328
H 5.27 -0.76 3.41 0.0120
H 5.54 0.50 2.21 0.0063
H 6.12 -1.14 1.91 0.0127
H 2.81 -0.50 -0.78 -0.0217
H 4.44 -1.18 -0.82 0.0297
H 4.21 0.52 -0.39 -0.0008
H 4.32 2.34 1.07 0.0236
H 3.17 3.68 1.21 0.0332
H 2.77 2.28 0.22 -0.0095
H 4.26 1.61 4.23 0.0139
H 2.80 2.14 5.05 0.0150
H 3.75 3.29 4.09 0.0161
H 1.43 4.13 4.04 0.0930
H -0.63 5.51 3.92 0.1011
H -2.48 4.74 2.41 0.0989
H -2.15 2.66 1.11 0.0859
O 1.24 0.59 -2.05 -0.6070
S 1.52 1.51 -3.20 0.9606
C 2.52 2.90 -2.58 -0.2793
C 3.74 2.97 -3.48 -0.2270
C 4.22 1.53 -3.62 -0.2293
C 2.98 0.75 -4.05 -0.2862
H 2.78 2.65 -1.56 0.0677
H 1.90 3.79 -2.60 0.0881
H 4.51 3.62 -3.07 0.1184
H 3.45 3.36 -4.47 0.1153
H 4.56 1.16 -2.65 0.1025
H 5.03 1.43 -4.34 0.1135
H 3.01 -0.31 -3.78 0.0967
H 2.79 0.86 -5.12 0.0843
C -0.30 -0.71 -5.32 0.0026
C -0.77 -1.66 -4.27 -0.2672
C -1.76 -2.57 -4.47 0.0191
C -2.02 -3.50 -3.44 -0.3091
N -1.31 -3.56 -2.34 0.1214
C -0.37 -2.62 -2.11 -0.8224
S 0.57 -2.63 -0.73 0.6544
N -0.11 -1.67 -3.09 0.1168
C -3.12 -4.51 -3.58 -0.0147
H -1.01 -0.70 -6.15 0.0843
H 0.67 -1.04 -5.70 0.0981
H -0.18 0.29 -4.93 0.0493
H -2.34 -2.56 -5.39 0.1163
H 0.52 -0.91 -2.81 0.0751
H -3.60 -4.45 -4.56 0.0762
H -3.87 -4.31 -2.81 0.0697
H -2.73 -5.51 -3.41 0.0883
O -3.40 1.77 -7.87 0.0651
N -3.44 1.11 -6.84 -0.3670
O -3.92 -0.02 -6.78 0.0475
C -2.88 1.67 -5.65 -0.1687
C -2.07 2.80 -5.74 0.0840
C -1.47 3.31 -4.62 -0.0692
C -1.59 2.68 -3.29 -0.3304
O -0.90 3.00 -2.33 0.0180
C -2.48 1.53 -3.29 -0.0655
C -3.09 1.05 -4.43 0.0783
N -2.64 0.76 -2.11 -0.2999
O -3.07 -0.38 -2.25 0.0573
O -2.40 1.22 -0.99 -0.2251
N -0.64 4.47 -4.81 -0.3524
O -0.41 5.20 -3.87 0.0955
O -0.20 4.67 -5.94 0.0428
H -1.91 3.27 -6.69 0.1323
H -3.72 0.17 -4.36 0.1342